1.
{
  "formula": "C36H38Cl3N4ORhSSeTe",
  "method": "wB97M-V/def2-TZVPD",
  "symbols": ["Te", "Rh", "Se", "Cl", "Cl", "Cl", "S", "O", "N", "N", "N", "N", "C", "C", "C", "C", "C", "C", "C", "C", "C", "C", "C", "C", "C", "C", "C", "C", "C", "C", "C", "C", "C", "C", "C", "C", "C", "C", "C", "C", "C", "C", "C", "C", "C", "C", "C", "C", "H", "H", "H", "H", "H", "H", "H", "H", "H", "H", "H", "H", "H", "H", "H", "H", "H", "H", "H", "H", "H", "H", "H", "H", "H", "H", "H", "H", "H", "H", "H", "H", "H", "H", "H", "H", "H", "H"],
  "coordinates": [[0.55375, -3.03739, -1.85785], [-1.13988, -1.07399, -1.37731], [0.08336, 0.96873, -1.55202], [0.24969, -0.74394, -5.97673], [-2.91475, -2.90885, -2.17399], [-2.59221, -5.14535, -7.05515], [-4.70459, 0.59696, 1.24074], [-1.19012, -0.89642, -3.41053], [-0.62792, 2.68605, 0.61369], [-2.61497, -0.41623, 0.09598], [0.98966, 1.34736, 1.22114], [-4.29641, 0.26322, -1.37823], [-3.27976, 0.18638, 3.63534], [-0.87246, -1.93712, -5.50522], [1.24026, 2.20032, 3.60594], [-1.09075, -0.81842, 3.45917], [3.47893, -5.66512, 1.56083], [2.32783, -2.87033, -0.73368], [-0.13872, -4.25804, -0.26665], [-1.60567, 3.45048, -0.17511], [-2.32415, -2.92417, -3.82930], [-0.33339, 4.00142, 4.06463], [2.27551, -6.30559, 1.83125], [-0.32445, 4.47816, -2.92987], [-0.32125, 3.00432, 1.93203], [3.50617, -4.56488, 0.72144], [-1.23529, -2.93626, -6.38039], [1.10289, -5.85373, 1.25051], [1.12597, -4.75222, 0.40081], [4.06848, 1.87597, 0.76065], [0.16419, 1.67775, 0.21560], [-1.08376, 4.83462, -0.52947], [-1.44291, -1.86939, -4.19823], [-0.86859, 3.95180, 2.79702], [0.08827, 4.81628, -1.50451], [3.41418, 3.22548, 0.48260], [3.24092, 0.65762, 0.34994], [2.04427, 0.33435, 1.23848], [0.71078, 3.14347, 4.45925], [-2.14217, -3.91258, -5.96679], [-3.36938, 0.11171, 2.25361], [-2.68945, -3.93207, -4.67117], [2.32760, -4.09912, 0.14606], [-3.80268, 0.09312, -0.14023], [-2.34391, -0.40604, 1.47342], [0.68638, 2.14336, 2.32664], [-2.12044, -0.28035, 4.23453], [-1.19679, -0.88894, 2.08074], [4.13510, 4.03406, 0.58740], [4.34110, 1.79594, 1.81771], [-2.51360, 3.49617, 0.42893], [-0.81729, -2.97050, -7.37443], [-3.36190, -4.71868, -4.36662], [-0.74453, -5.05701, -0.68979], [2.37127, 0.28149, 2.27719], [-2.02226, -0.23661, 5.30882], [-1.08319, 5.17493, -3.28867], [2.92172, 0.76821, -0.69045], [-1.67015, 4.60901, 2.49443], [1.58877, -0.62524, 1.00306], [-0.40323, -1.32967, 1.48798], [3.17395, -2.82079, -1.41625], [2.03995, 1.54908, 3.92361], [2.25596, -7.16803, 2.48218], [0.52315, 4.54031, -3.61045], [-5.23778, 0.58087, -1.52953], [4.39742, -6.03235, 1.99615], [-0.72183, 4.71728, 4.77363], [1.10902, 3.23044, 5.45946], [-0.20270, -1.19972, 3.94464], [-0.80935, 5.36204, 0.38622], [2.59297, 3.45190, 1.16120], [0.56708, 5.79612, -1.49087], [-1.91909, 5.38772, -0.96642], [-0.73592, 3.47104, -3.01919], [3.87549, -0.22948, 0.39282], [-3.76268, -0.04007, -2.17769], [0.17016, -6.36445, 1.44894], [5.00758, 1.83262, 0.20727], [-0.76427, -3.65299, 0.39272], [-4.08769, 0.58846, 4.22939], [-1.82764, 2.86276, -1.06660], [4.44450, -4.07038, 0.50803], [2.27416, -1.94693, -0.17326], [3.03074, 3.26534, -0.53971], [0.85270, 4.11471, -1.15143]],
  "forces_ev_per_a": [[-0.613, 0.757, -0.300], [-0.624, -0.801, -1.556], [0.416, -0.452, 0.400], [0.219, 0.274, -0.004], [0.255, 0.209, 0.262], [-0.100, -0.324, -0.287], [-0.091, 0.063, 0.154], [0.717, 1.958, 2.108], [0.035, 0.061, 0.168], [0.499, 0.186, 0.531], [-0.244, 0.077, 0.250], [0.119, -0.042, 0.145], [0.141, -0.051, 0.021], [-0.505, -0.164, 0.923], [-0.138, 0.045, -0.055], [-0.038, 0.028, 0.084], [-0.031, -0.015, 0.006], [0.130, -0.064, 0.071], [0.097, -0.115, 0.113], [-0.067, -0.320, -0.001], [0.671, 0.887, -0.221], [0.026, -0.054, -0.015], [0.034, 0.032, -0.019], [-0.025, -0.013, -0.101], [-0.267, -0.001, -0.097], [-0.036, 0.033, 0.009], [-0.428, -0.371, 0.272], [-0.001, 0.020, -0.008], [-0.098, -0.065, -0.022], [-0.007, 0.009, 0.073], [-0.192, 0.191, -0.119], [-0.044, 0.072, 0.017], [-0.548, -2.196, -1.376], [0.060, -0.091, 0.005], [0.024, 0.020, -0.017], [-0.035, 0.046, -0.055], [-0.024, -0.069, -0.043], [0.114, 0.271, 0.034], [-0.034, 0.017, -0.020], [-0.086, 0.173, 0.546], [-0.166, 0.131, 0.202], [0.278, -0.214, -0.979], [0.088, 0.046, 0.039], [-0.068, 0.042, -0.791], [-0.023, -0.052, -0.186], [0.297, -0.109, -0.118], [0.011, 0.013, -0.154], [0.108, -0.052, 0.108], [0.045, -0.001, 0.007], [-0.003, 0.009, 0.002], [-0.004, 0.066, -0.015], [0.007, -0.001, -0.064], [-0.036, -0.061, -0.026], [-0.003, -0.019, 0.035], [-0.009, -0.098, -0.060], [0.020, -0.014, 0.046], [0.004, 0.029, 0.004], [-0.034, -0.055, 0.036], [-0.010, 0.041, -0.004], [-0.009, -0.006, -0.110], [0.010, -0.032, -0.075], [-0.008, -0.016, -0.012], [0.047, -0.016, 0.023], [-0.004, -0.021, 0.010], [0.032, -0.010, -0.006], [-0.009, 0.010, 0.015], [0.019, -0.002, 0.014], [0.002, 0.034, 0.042], [0.006, 0.004, 0.045], [0.018, -0.007, 0.024], [0.009, -0.009, 0.003], [-0.049, -0.008, 0.035], [-0.012, 0.012, 0.005], [0.017, 0.025, 0.001], [-0.020, -0.019, 0.018], [0.096, -0.047, -0.043], [-0.024, 0.006, -0.011], [-0.037, -0.025, -0.010], [0.007, -0.039, 0.004], [-0.034, 0.020, -0.015], [-0.037, 0.011, 0.015], [0.009, 0.059, 0.041], [0.035, 0.016, -0.017], [0.117, 0.139, 0.075], [0.009, 0.000, -0.039], [0.026, -0.003, 0.010]],
  "total_charge": 2,
  "relative_energy_kcal_mol": 9.55,
  "homo_lumo_gap_ev": [5.4, 5.3],
  "largest_force_ev_per_a": 2.97,
  "homo_ev": [-12.84, -12.83]
}

2.
{
  "formula": "H10O5",
  "method": "wB97M-V/def2-TZVPD",
  "symbols": ["O", "O", "O", "O", "O", "H", "H", "H", "H", "H", "H", "H", "H", "H", "H"],
  "coordinates": [[-2.69648, -1.40667, 0.27940], [-1.27778, -0.46447, 3.44993], [-0.70972, -2.01191, -1.59902], [3.64527, 3.29798, -0.15222], [0.75436, 0.81445, -1.79829], [0.19990, 0.58557, -1.04812], [-3.60023, -1.72339, 0.19372], [-0.12216, -1.27020, -1.76749], [1.60001, 1.14527, -1.48453], [-2.22355, -1.80106, -0.47461], [4.25544, 3.98436, -0.42470], [3.92120, 3.08951, 0.74615], [-2.13588, -0.16355, 3.13178], [-1.23112, -1.37117, 3.12682], [-0.37929, -2.70471, -2.17879]],
  "forces_ev_per_a": [[-0.080, -0.188, -0.111], [-0.118, -0.112, 0.019], [0.069, -0.237, -0.133], [-0.046, -0.173, 0.147], [-0.246, -0.396, -0.535], [0.220, 0.411, 0.373], [-0.013, 0.057, 0.030], [0.156, 0.263, -0.128], [-0.074, 0.010, 0.340], [0.086, 0.192, 0.227], [0.090, 0.170, -0.167], [-0.081, -0.054, 0.004], [0.084, 0.045, -0.058], [0.050, 0.073, -0.051], [-0.096, -0.062, 0.044]],
  "smiles": "O.O.O.O.O",
  "relative_energy_kcal_mol": 23.73,
  "homo_lumo_gap_ev": 11.7,
  "largest_force_ev_per_a": 0.71,
  "homo_ev": -11.07
}